No. 1
68
Properties=species:S:1:pos:R:3:forces:R:3 method="wB97M-V/def2-TZVPD" largest_force_ha_per_bohr=0.022 energy_ha=-1706.32845 lumo_energy_ev=-3.73 charge=+1
C -2.729997 6.017035 -1.772770 0.0 0.4 -0.2
O -2.892379 5.041045 -0.770195 0.1 -0.1 0.1
C -3.046761 3.718482 -1.256534 -0.6 -0.1 -0.6
C -3.719386 2.853322 -0.207792 0.4 0.3 0.3
C -2.744637 2.187763 0.760386 -0.7 -0.3 0.0
C -1.844592 1.104757 0.139217 0.0 0.5 0.6
C -2.029445 -0.311176 0.721078 0.4 0.3 -0.4
C -0.762197 -0.854133 1.406062 -0.6 -0.4 0.2
C -0.222798 -2.140262 0.766612 0.4 0.2 -0.2
C 1.318847 -2.217641 0.728767 -0.2 -0.2 0.2
C 1.906468 -3.514832 1.321326 -0.1 0.3 -0.2
C 2.408251 -4.480986 0.232716 0.1 0.0 0.4
P 3.804460 -5.486906 0.781868 -0.1 0.0 -0.5
C 5.415721 -4.770225 0.313498 0.3 -0.1 -0.2
O 5.534773 -4.943980 -1.088636 -0.9 0.4 0.0
N 6.766094 -5.631674 -1.378079 0.5 -0.8 -0.7
O 6.774242 -6.035372 -2.462050 -0.1 0.6 0.7
H -2.870363 5.637205 -2.784979 0.0 -0.3 0.0
H -3.454070 6.820265 -1.631759 -0.2 0.0 0.1
H -1.744300 6.481198 -1.738550 0.2 -0.1 0.1
H -3.703233 3.740236 -2.132247 0.0 0.1 -0.1
H -2.110170 3.284281 -1.617715 0.3 0.1 0.2
H -4.368347 3.516762 0.362598 -0.2 0.0 0.0
H -4.359960 2.125952 -0.705301 0.1 -0.2 0.0
H -2.181118 2.961691 1.269361 0.3 0.1 0.0
H -3.341771 1.714756 1.539636 0.0 0.0 0.2
H -1.956338 1.126548 -0.942459 0.0 -0.2 -0.1
H -0.819948 1.398310 0.339176 0.2 0.0 -0.2
H -2.866060 -0.356108 1.405652 -0.2 0.1 0.1
H -2.308839 -0.956685 -0.102976 0.0 -0.4 0.0
H 0.005617 -0.086959 1.448164 0.1 0.1 -0.1
H -1.022611 -1.082893 2.438452 0.2 0.1 0.2
H -0.593707 -2.207592 -0.252643 -0.1 0.0 -0.1
H -0.615250 -3.005991 1.294551 -0.1 -0.1 0.1
H 1.663790 -2.104049 -0.296481 0.1 0.1 -0.1
H 1.727437 -1.375666 1.278244 0.1 0.1 0.1
H 2.689697 -3.257109 2.033420 0.2 -0.1 0.0
H 1.122216 -4.025591 1.870354 0.0 -0.1 0.3
H 1.621660 -5.163070 -0.074664 -0.1 -0.1 -0.1
H 2.734412 -3.936488 -0.651228 0.2 -0.1 -0.1
H 3.799577 -5.709292 2.163149 -0.1 0.0 -0.1
H 3.729927 -6.726234 0.136939 0.2 0.0 0.2
H 6.240423 -5.292054 0.799399 0.0 -0.1 0.3
H 5.463354 -3.722271 0.605680 -0.1 0.1 -0.1
O 0.819286 1.980746 -1.507175 0.3 -0.1 0.0
H 1.117455 2.803781 -1.105215 -0.1 0.0 0.0
H 1.356731 1.892319 -2.301584 -0.1 0.1 0.0
O -4.763182 -1.431782 -0.032315 -0.1 -0.1 -0.2
H -4.497350 -1.317391 -0.952290 0.0 0.0 0.0
H -5.054531 -2.348736 0.017836 -0.1 0.1 0.0
O -6.531216 0.921084 -2.239567 0.1 0.0 0.1
H -6.890679 1.814540 -2.221504 0.0 0.0 0.0
H -6.239009 0.762626 -1.334126 -0.1 0.0 0.0
O 0.735671 6.380115 -2.574131 0.1 0.0 0.0
H 1.011523 6.361773 -1.651197 -0.1 0.0 0.0
H 1.008901 7.248753 -2.889315 -0.1 -0.1 -0.1
O -0.656087 3.981248 -4.129577 0.1 0.0 0.0
H -0.324987 4.742400 -3.636014 0.0 0.1 0.1
H -0.093353 3.939477 -4.909659 -0.1 0.0 0.0
O -0.890809 2.789155 3.420012 0.3 0.1 0.0
H -0.867637 3.482899 4.087310 0.0 0.0 -0.1
H -0.493993 2.023398 3.855629 -0.3 0.0 0.0
O -1.043564 0.623065 5.398209 0.1 -0.1 0.2
H -1.827501 0.115726 5.635173 0.0 0.0 -0.1
H -0.952776 1.263442 6.112882 0.0 -0.1 0.0
O 9.500928 -6.288022 -0.091403 -0.1 0.2 0.0
H 10.080513 -5.552258 -0.318685 0.1 -0.1 0.1
H 9.076977 -6.522723 -0.922539 0.1 -0.1 0.0


No. 2
12
Properties=species:S:1:pos:R:3:forces:R:3 method="wB97M-V/def2-TZVPD" largest_force_ha_per_bohr=0.083 energy_ha=-410.93179 relative_energy_kj_mol=187.7 lumo_energy_ev=-0.05 smiles="[H]/N=c1/ncn(C=O)[nH]1"
H -2.994542 -1.093957 -0.026678 0.2 0.2 0.1
N -2.765525 -0.098886 0.029111 1.9 -0.1 0.2
C -1.491608 0.144541 0.007158 -3.2 0.5 -1.1
N -1.029433 1.498396 -0.048571 3.3 -2.6 0.3
C 0.292250 1.302014 -0.044035 -3.2 1.8 0.4
N 0.732040 0.018808 0.006422 0.6 -0.3 0.1
C 2.062201 -0.408427 -0.030866 0.1 -0.2 -0.1
O 2.968101 0.374634 0.016389 0.0 0.1 0.0
N -0.410779 -0.759778 -0.173444 -0.9 -0.9 0.4
H 0.887666 2.175008 -0.009720 1.2 0.2 -0.2
H 2.248964 -1.509420 -0.078866 -0.6 0.5 0.0
H -0.499338 -1.642937 0.353102 0.5 0.9 -0.2


No. 3
56
Properties=species:S:1:pos:R:3:forces:R:3 method="wB97M-V/def2-TZVPD" largest_force_ha_per_bohr=0.112 energy_ha=-5228.05919 lumo_energy_ev=-4.86 charge=+1
Ir 1.360927 -1.511830 -0.865152 -5.3 -2.3 -0.5
O -0.228973 -4.222530 -0.836252 -0.6 0.0 0.4
N -0.412273 -2.940130 -0.382852 1.9 1.0 -0.5
C -1.641073 -2.632830 -0.221752 0.2 -0.7 0.0
C -2.196573 -1.438730 0.389048 -0.2 0.8 0.2
C -3.394973 -1.648230 1.084748 0.3 -0.1 -0.1
C -4.006573 -0.637230 1.798148 0.1 0.1 0.0
C -3.446873 0.630270 1.808348 -0.1 -0.1 0.0
C -2.308073 0.877870 1.063148 0.1 0.0 -0.2
C -1.668673 -0.134530 0.350548 0.2 -0.2 -0.1
P -0.227873 0.324370 -0.675052 0.8 -0.3 0.8
C -0.895573 0.868370 -2.254352 0.2 -0.2 -0.1
C -2.238873 0.705670 -2.582852 0.1 0.0 0.3
C -2.693673 1.099670 -3.827652 0.0 0.0 -0.2
C -1.805773 1.623770 -4.754452 -0.1 -0.1 0.0
C -0.465273 1.775970 -4.432052 0.0 0.0 -0.2
C -0.002873 1.396670 -3.188752 -0.1 0.0 0.1
C 0.428727 1.794770 0.165448 0.1 -0.1 0.0
C 0.520427 3.042570 -0.441052 -0.2 -0.2 0.0
C 1.010827 4.121570 0.274248 0.1 0.1 0.1
C 1.416127 3.966870 1.589748 0.0 0.0 -0.1
C 1.325127 2.724770 2.200448 0.1 0.0 0.1
C 0.841127 1.644170 1.491248 0.0 -0.1 -0.2
H 0.707627 -4.345730 -1.080952 0.1 0.6 -0.2
H -2.374373 -3.407730 -0.451252 0.3 -0.1 0.0
H -3.828073 -2.634830 1.094248 -0.1 -0.2 0.0
H -4.918173 -0.844330 2.332248 -0.1 0.0 0.1
H -3.907973 1.423270 2.377048 0.0 0.1 0.0
H -1.911173 1.882070 1.011248 0.0 0.0 0.1
H -2.922773 0.278570 -1.864452 -0.1 0.0 0.0
H -3.739473 0.995670 -4.081352 0.0 -0.1 0.0
H -2.156573 1.898570 -5.737652 0.0 0.1 -0.1
H 0.218127 2.177970 -5.163852 0.1 0.0 0.0
H 1.046527 1.478170 -2.946352 0.0 0.1 -0.1
H 0.188827 3.172970 -1.458652 0.0 0.1 -0.1
H 1.074027 5.090070 -0.196552 0.0 0.1 -0.1
H 1.805627 4.812970 2.134448 0.0 0.1 0.1
H 1.637127 2.604570 3.227348 0.0 0.0 0.1
H 0.752627 0.673070 1.959148 0.0 0.0 0.1
O 3.456527 -1.295430 5.246248 0.2 0.1 0.4
C 2.935427 -1.397930 4.034248 -0.4 -0.1 -0.9
C 1.668227 -1.931330 3.754848 0.2 0.1 0.0
C 1.257027 -2.019130 2.443648 -0.3 -0.1 -0.1
N 1.995127 -1.607630 1.410248 0.3 0.7 -2.1
C 3.180327 -1.050130 1.680848 0.2 0.2 -0.4
Br 4.089927 -0.379830 0.152548 0.1 -0.1 0.7
C 3.692827 -0.928130 2.951348 0.0 0.0 0.2
H 2.879527 -1.639230 5.943048 0.0 0.0 -0.2
H 1.014527 -2.262730 4.549148 0.0 -0.1 0.0
H 0.288427 -2.420630 2.188148 -0.1 -0.1 0.0
H 4.651327 -0.472130 3.124648 0.2 0.0 0.0
O 1.713827 -1.847430 -4.839952 -0.3 0.5 -0.2
S 1.526727 -1.717230 -3.442052 1.6 -3.1 -1.1
O 2.213627 -0.591430 -2.785452 0.6 1.5 1.1
O 0.143127 -1.806330 -2.938452 -0.1 1.1 1.7
S 2.352227 -3.319930 -2.380652 0.3 0.9 0.9


No. 4
71
Properties=species:S:1:pos:R:3:forces:R:3 method="wB97M-V/def2-TZVPD" largest_force_ha_per_bohr=0.028 energy_ha=-5615.78267 lumo_energy_ev=0.02 smiles="CCCN[Si@@](Br)(I)P(=O)(O)O.O=C1OCCO1.O=C1OCCO1.O=C1OCCO1.O=C1OCCO1.O=C1OCCO1"
C -0.889299 0.718221 -1.435740 -0.4 -0.1 -0.3
C -0.711528 -0.709440 -0.922158 0.3 0.6 0.0
C 0.641127 -0.886779 -0.148316 -1.1 0.2 -0.7
N 1.441272 0.354604 -0.265959 0.8 -0.8 0.8
Si 2.454413 0.848188 1.019354 0.0 0.2 -0.1
Br 1.641218 0.323333 3.001904 0.1 0.0 -0.1
I 4.756128 0.055694 0.741264 -0.2 0.1 0.1
P 2.617137 3.117145 0.976058 0.0 -0.2 0.0
O 3.854105 3.643096 1.559514 0.3 0.2 0.1
O 1.295599 3.606293 1.719314 -0.2 0.0 -0.1
O 2.344892 3.608089 -0.529220 -0.1 -0.2 0.1
H -0.876136 1.449377 -0.631178 0.1 0.1 0.0
H -1.850564 0.815743 -1.943627 -0.1 -0.1 0.0
H -0.137064 0.980293 -2.173944 0.1 0.1 0.0
H -0.747449 -1.368644 -1.788290 0.0 -0.3 0.1
H -1.560384 -0.934763 -0.282845 0.1 -0.3 0.1
H 0.412107 -1.104461 0.889355 0.1 0.2 0.2
H 1.178675 -1.746186 -0.544883 0.2 0.0 0.0
H 1.998668 0.302423 -1.112782 -0.2 0.2 -0.2
H 1.375785 4.528338 1.990199 0.0 0.1 0.2
H 2.564973 2.935768 -1.181639 0.0 0.1 -0.3
O -1.311756 -3.175048 0.981437 -0.1 0.0 0.0
C -0.488612 -3.723467 1.642254 0.1 -0.1 0.0
O 0.468336 -4.538534 1.155215 0.1 0.1 0.0
C 1.410577 -4.812860 2.198855 0.0 0.0 0.1
C 0.582852 -4.562608 3.446734 0.0 -0.1 0.0
O -0.374340 -3.600823 2.983030 0.0 0.0 0.1
H 1.770647 -5.833105 2.107389 -0.1 0.0 -0.1
H 2.246935 -4.117908 2.106391 0.0 0.0 0.0
H 0.049024 -5.454178 3.777698 0.0 0.0 0.0
H 1.149953 -4.146516 4.274191 0.0 0.1 0.0
O -5.566299 -1.831276 -4.553042 -0.1 0.0 0.0
C -4.744949 -2.392507 -3.906720 0.1 -0.1 0.1
O -3.807004 -3.230801 -4.408606 0.0 0.0 0.0
C -2.865489 -3.536557 -3.371551 0.0 0.0 0.0
C -3.678568 -3.282500 -2.118286 0.1 0.0 0.1
O -4.615350 -2.290978 -2.563072 0.0 0.0 0.0
H -2.522006 -4.562214 -3.468642 -0.1 0.0 -0.1
H -2.015034 -2.858582 -3.460234 0.0 0.0 0.0
H -4.226593 -4.165908 -1.795271 0.0 0.0 0.0
H -3.084565 -2.904988 -1.289552 -0.1 0.1 0.0
O -2.127824 -7.021884 0.416897 0.1 0.0 0.0
C -3.271307 -6.799187 0.636868 0.0 0.1 0.1
O -4.017228 -5.882292 -0.022122 -0.1 0.0 -0.1
C -5.389901 -6.047901 0.354854 0.0 0.0 0.0
C -5.265437 -6.728817 1.706453 0.0 0.0 0.0
O -4.014035 -7.416038 1.585148 0.0 0.0 0.0
H -5.879564 -5.078967 0.395752 0.1 0.1 0.0
H -5.883143 -6.676924 -0.387484 0.0 0.0 0.0
H -5.192411 -6.013144 2.526355 0.0 0.0 0.0
H -6.058058 -7.441534 1.913776 0.1 -0.1 0.0
O 8.485454 7.909472 3.282672 0.1 0.0 0.0
C 7.435765 7.446108 2.981048 -0.1 -0.1 0.0
O 6.344774 8.173308 2.633030 0.0 0.0 0.0
C 5.348351 7.280268 2.122668 0.0 -0.1 0.0
C 5.739749 5.958672 2.754873 0.0 0.0 -0.1
O 7.154904 6.125519 2.932519 0.0 0.0 0.0
H 4.361080 7.629737 2.412085 0.0 0.1 0.1
H 5.422281 7.257432 1.034204 0.0 0.0 0.0
H 5.281039 5.814317 3.734395 0.0 0.0 0.0
H 5.529912 5.096333 2.131277 0.1 0.0 0.0
O 0.491563 2.778913 -3.778099 0.2 -0.1 -0.1
C 0.084612 3.806754 -3.345689 -0.1 0.1 0.2
O -1.104551 3.961134 -2.721906 0.0 0.0 0.0
C -1.139647 5.259380 -2.121945 0.0 0.1 0.0
C -0.131112 6.024604 -2.961412 -0.1 0.0 0.0
O 0.749030 4.983252 -3.396390 0.0 0.0 0.0
H -2.147741 5.660327 -2.171889 0.0 -0.1 -0.1
H -0.831878 5.168166 -1.078965 0.0 0.0 0.0
H -0.585518 6.487721 -3.838382 0.0 0.0 0.0
H 0.429409 6.770293 -2.405192 0.1 -0.1 0.0